--- 1 ---
The following is a quantum chemistry calculation of a 7-piece molecular cluster, H14O7 overall, from the OMol25 dataset.

CARTESIAN COORDINATES (ANGSTROEM)
1 H -1.6824 1.6640 -0.0786
2 H -2.8385 2.5503 0.0625
3 H -1.2004 -0.8256 -1.2615
4 H -1.4583 -1.7018 -0.0792
5 H -3.1750 -0.3787 0.6862
6 H -3.6669 -1.0221 -0.5025
7 H -0.5307 0.0237 0.5558
8 H 0.6167 1.1096 -0.0098
9 H 1.2208 -1.6109 -0.6003
10 H 2.7781 -1.4247 -0.4683
11 H 1.6077 0.2118 2.2226
12 H 3.1302 -0.1243 2.6051
13 H 2.4699 0.3290 -1.5190
14 H 2.3966 1.8881 -1.7725
15 O -2.6608 1.6004 -0.0555
16 O -0.7459 -1.4491 -0.6640
17 O -3.2170 -1.2440 0.2877
18 O -0.1202 0.9432 0.6586
19 O 2.0001 -1.2340 -1.0381
20 O 2.4322 -0.4625 2.1454
21 O 2.6438 1.1573 -1.1747

Summary:
HOMO energy (Ha): -0.4004
SMILES: O.O.O.O.O.O.O
Frontier orbital gap (eV): 11.296

--- 2 ---
The following is a quantum chemistry calculation of H14O7 as an isolated structure, from the OMol25 dataset.

CARTESIAN COORDINATES (ANGSTROEM)
1 O -1.0644 1.8824 1.7357
2 H -0.6665 1.3298 1.0630
3 H -1.7615 1.3426 2.1083
4 O -0.0185 0.5058 0.1688
5 H 0.0634 0.4930 -0.7848
6 H 0.4907 -0.2492 0.4636
7 O -2.2853 0.6349 -1.4303
8 H -2.8514 -0.1279 -1.3121
9 H -2.0184 0.8755 -0.5431
10 O -0.2738 -1.3889 -2.1674
11 H 0.2758 -0.6055 -2.1880
12 H -0.5921 -1.4351 -1.2658
13 O 1.2307 -1.2901 0.3128
14 H 2.0545 -0.9104 0.6186
15 H 1.1129 -2.0729 0.8510
16 O 0.9406 0.3167 3.1491
17 H 0.9104 -0.6396 3.1770
18 H 0.4251 0.5507 2.3773
19 O 1.0370 0.1646 -1.8888
20 H 1.0778 0.8443 -2.5616
21 H 1.9131 -0.2207 -1.8835

Summary:
HOMO energy (Ha): -0.3608
Frontier orbital gap (eV): 9.422

Stability order, top to bottom: 1, 2

--- 1 ---
The following is a quantum chemistry calculation of one molecule with the formula C25H27N5O4, from the OMol25 dataset.

CARTESIAN COORDINATES (ANGSTROEM)
1 C 0.0026 -4.5854 0.6494
2 H -1.0694 -4.4743 0.4423
3 O 0.4780 -3.5403 1.4573
4 C 0.3306 -2.2730 0.8645
5 C 0.8802 -1.2247 1.8355
6 N 0.6912 0.1159 1.3163
7 C 1.7468 0.7002 0.6884
8 N 2.8923 0.0041 0.6332
9 C 3.9421 0.5408 0.0590
10 N 3.9291 1.7970 -0.5006
11 C 5.0404 2.3226 -1.0835
12 C 6.2026 1.6284 -1.1374
13 C 6.2587 0.3345 -0.5779
14 C 5.1568 -0.2121 0.0126
15 C 5.1508 -1.5709 0.6286
16 H 4.9662 -1.4903 1.6984
17 H 6.0990 -2.0745 0.4652
18 H 4.3427 -2.1653 0.2085
19 H 7.1827 -0.2221 -0.6194
20 H 7.0718 2.0618 -1.6026
21 H 4.9034 3.3164 -1.4846
22 C 2.7350 2.6077 -0.4949
23 O 2.7751 3.7078 -1.0006
24 C 1.6164 1.9796 0.1383
25 C 0.3555 2.6175 0.2011
26 C -0.7060 2.0377 0.8182
27 C -0.5697 0.7319 1.4398
28 N -1.5516 0.1974 2.0522
29 H -1.4082 -0.7224 2.4456
30 C -2.0105 2.7723 0.7225
31 O -2.1254 3.7277 -0.0279
32 N -2.9990 2.3304 1.5215
33 C -4.3693 2.6978 1.2669
34 H -4.3452 3.5195 0.5473
35 H -4.8376 3.0512 2.1911
36 C -5.1576 1.4994 0.7047
37 C -4.3261 0.7357 -0.2894
38 C -3.8545 1.3475 -1.4475
39 C -3.0352 0.6681 -2.3215
40 C -2.6729 -0.6553 -2.0702
41 C -3.1487 -1.2782 -0.9252
42 C -3.9573 -0.5765 -0.0451
43 H -4.3060 -1.0725 0.8497
44 H -2.9004 -2.3055 -0.7035
45 O -1.8581 -1.2399 -3.0016
46 C -1.5441 -2.6004 -2.8564
47 H -0.9483 -2.8620 -3.7300
48 H -2.4451 -3.2232 -2.8358
49 H -0.9554 -2.7872 -1.9513
50 H -2.6574 1.1424 -3.2131
51 H -4.1194 2.3715 -1.6607
52 H -6.0729 1.8680 0.2363
53 H -5.4374 0.8340 1.5236
54 H -2.8097 1.4475 1.9975
55 H 0.2338 3.5829 -0.2677
56 H 1.9500 -1.3862 1.9652
57 H 0.3928 -1.3297 2.8080
58 H -0.7302 -2.0696 0.6444
59 H 0.8906 -2.2192 -0.0831
60 H 0.5424 -4.6300 -0.3051
61 H 0.1694 -5.5063 1.2036

Summary:
HOMO energy (Ha): -0.2924
SMILES: [H]/N=c1/c(C(=O)NCCc2ccc(OC)cc2)cc2c(=O)n3cccc(C)c3nc2n1CCOC
Frontier orbital gap (eV): 7.509

--- 2 ---
The following is a quantum chemistry calculation of one molecule with the formula C25H27N5O4, from the OMol25 dataset.

CARTESIAN COORDINATES (ANGSTROEM)
1 C 1.7487 3.5218 -1.7610
2 H 2.3046 2.6814 -2.1712
3 H 1.1228 3.9542 -2.5386
4 H 2.4685 4.2740 -1.4504
5 C 0.8867 3.0698 -0.5796
6 C 1.6521 2.2002 0.3796
7 C 2.8398 2.6590 0.9409
8 C 3.5640 1.8917 1.8319
9 C 3.1028 0.6401 2.2051
10 C 1.9216 0.1661 1.6713
11 C 1.2128 0.9300 0.7487
12 N -0.0128 0.3854 0.2629
13 C -0.2205 -0.1979 -0.9333
14 O -1.2851 -0.7169 -1.2210
15 C 0.9036 -0.1653 -1.9690
16 N 2.2207 -0.3901 -1.4649
17 C 2.6974 -1.4406 -0.7425
18 C 2.1251 -2.5929 -0.2173
19 C 2.9655 -3.4164 0.4950
20 C 4.3238 -3.1152 0.6814
21 C 4.8957 -1.9761 0.1682
22 C 4.0651 -1.1217 -0.5564
23 N 4.2966 0.0708 -1.1744
24 N 3.2158 0.4781 -1.6948
25 H 5.9363 -1.7365 0.3139
26 H 4.9301 -3.8038 1.2515
27 H 2.5691 -4.3204 0.9317
28 H 1.0756 -2.8112 -0.3329
29 H 0.9076 0.8125 -2.4592
30 H 0.6490 -0.9264 -2.7171
31 C -1.1064 0.2889 1.2246
32 C -2.1890 1.2709 0.9112
33 C -3.1924 1.7668 1.6971
34 C -3.9438 2.6388 0.8729
35 C -3.3421 2.6087 -0.3457
36 O -2.2817 1.7854 -0.3303
37 H -3.5590 3.1090 -1.2680
38 H -4.8068 3.2056 1.1544
39 H -3.3669 1.5401 2.7289
40 H -0.7000 0.5066 2.2190
41 C -1.5630 -1.2022 1.2549
42 O -0.7270 -2.0748 1.3501
43 N -2.8886 -1.4018 1.2789
44 H -3.4893 -0.6308 1.0169
45 C -3.4609 -2.6974 0.9844
46 H -2.7174 -3.4621 1.2110
47 C -3.8378 -2.7345 -0.4978
48 O -4.7833 -1.7056 -0.7248
49 C -4.7501 -1.1926 -2.0336
50 H -5.4834 -0.3886 -2.0681
51 H -3.7554 -0.7986 -2.2711
52 H -5.0169 -1.9592 -2.7708
53 H -4.2588 -3.7124 -0.7715
54 H -2.9353 -2.5500 -1.0927
55 H -4.3504 -2.8368 1.6024
56 H 1.5384 -0.8074 1.9423
57 H 3.6600 0.0335 2.9022
58 H 4.4885 2.2709 2.2395
59 H 3.1995 3.6396 0.6708
60 H 0.0095 2.5345 -0.9453
61 H 0.5267 3.9516 -0.0400

Summary:
HOMO energy (Ha): -0.3192
SMILES: CCc1ccccc1N(C(=O)Cn1nnc2ccccc21)[C@H](C(=O)NCCOC)c1ccco1
Frontier orbital gap (eV): 9.370

Stability order, top to bottom: 1, 2

--- 1 ---
The following is a quantum chemistry calculation of an isolated ion of composition C4H9NO and charge +1, from the OMol25 dataset.

CARTESIAN COORDINATES (ANGSTROEM)
1 C 0.5851 -0.7284 1.6961
2 N 0.3757 0.0987 0.5564
3 C -0.9324 0.4445 0.0994
4 C -1.3499 -0.2575 -1.2273
5 C 1.5261 0.4719 -0.2421
6 O 1.6371 -0.6756 2.2546
7 H -0.2132 -1.3866 2.0518
8 H -1.6543 0.1217 0.8273
9 H -0.9469 1.5102 -0.0673
10 H -2.2420 0.2542 -1.5829
11 H -1.6366 -1.2934 -1.0627
12 H -0.5249 -0.2473 -1.9449
13 H 1.4473 -0.0309 -1.2108
14 H 2.4405 0.1691 0.2481
15 H 1.4884 1.5494 -0.3958

Summary:
HOMO energy (spin up / spin down) (Ha): -0.6096 / -0.6018
Total charge: +1
Multiplicity: 2
<S²>: 0.76
Frontier orbital gap (spin up / spin down) (eV): 12.609 / 7.854

--- 2 ---
The following is a quantum chemistry calculation of a 2-piece molecular cluster, C4H9NO overall, from the OMol25 dataset.

CARTESIAN COORDINATES (ANGSTROEM)
1 C 2.0652 -2.0157 -4.8066
2 C 1.0609 -2.5267 -2.7696
3 N 1.5270 -1.6289 -3.5198
4 H 1.3409 -1.6389 -5.5260
5 H 2.2720 -3.0710 -5.0111
6 H 2.9991 -1.4822 -5.0158
7 H 0.4814 -2.2181 -1.9022
8 H 1.2280 -3.6038 -2.8613
9 C -2.3441 2.5938 4.6511
10 C -1.7272 2.3987 3.4133
11 O -0.8325 1.5020 3.2775
12 H -2.9377 3.4840 4.7969
13 H -2.3045 1.9398 5.5169
14 H -2.0101 3.0126 2.5614
15 H -0.7660 1.2017 2.3465

Summary:
HOMO energy (spin up / spin down) (Ha): -0.4194 / -0.4194
Total charge: +1
Multiplicity: 2
<S²>: 0.76
Frontier orbital gap (spin up / spin down) (eV): 6.184 / 2.554

Stability order, top to bottom: 1, 2

--- 1 ---
The following is a quantum chemistry calculation of a 2-piece molecular cluster, H4O2 overall, from the OMol25 dataset.

CARTESIAN COORDINATES (ANGSTROEM)
1 H -0.6426 -0.2818 -1.5050
2 H -1.1440 -1.0632 -0.4338
3 H 0.6812 0.7893 1.7387
4 H 0.4860 0.4694 0.3162
5 O -0.3578 -1.0145 -0.9926
6 O 0.9772 1.1008 0.8764

Summary:
HOMO energy (Ha): -0.4148
SMILES: O.O
Frontier orbital gap (eV): 11.898

--- 2 ---
The following is a quantum chemistry calculation of a 2-piece molecular cluster, H4O2 overall, from the OMol25 dataset.

CARTESIAN COORDINATES (ANGSTROEM)
1 O 1.1344 1.0124 0.5160
2 H 0.5273 0.2593 0.5100
3 H 1.2125 1.2688 1.4402
4 O -0.8502 -0.9264 -0.4544
5 H -0.9378 -1.5467 -1.1854
6 H -1.0862 -0.0673 -0.8264

Summary:
HOMO energy (Ha): -0.4126
SMILES: O.O
Frontier orbital gap (eV): 12.074

--- 3 ---
The following is a quantum chemistry calculation of a 2-piece molecular cluster, H4O2 overall, from the OMol25 dataset.

CARTESIAN COORDINATES (ANGSTROEM)
1 H -0.3354 0.0844 0.4402
2 H 0.5126 -0.5974 1.4623
3 H -0.3827 0.9298 -1.3822
4 H 1.1504 0.5621 -1.4701
5 O -0.3906 -0.3715 1.3587
6 O 0.2725 0.2491 -1.2400

Summary:
HOMO energy (Ha): -0.3942
SMILES: O.O
Frontier orbital gap (eV): 11.289

Stability order, top to bottom: 2, 1, 3

--- 1 ---
The following is a quantum chemistry calculation of a 2-piece molecular cluster, H4O2 overall, from the OMol25 dataset.

CARTESIAN COORDINATES (ANGSTROEM)
1 H 0.8998 -0.3804 0.5454
2 H 1.2416 0.5795 -0.4014
3 H -1.3598 0.6932 0.2623
4 H -1.5864 -0.6199 -0.4331
5 O 1.7158 -0.1400 -0.0036
6 O -0.9110 -0.1325 0.0303

Summary:
HOMO energy (Ha): -0.3925
SMILES: O.O
Frontier orbital gap (eV): 11.158

--- 2 ---
The following is a quantum chemistry calculation of a 2-piece molecular cluster, H4O2 overall, from the OMol25 dataset.

CARTESIAN COORDINATES (ANGSTROEM)
1 H -1.1367 0.8880 -0.1117
2 H -2.0973 -0.1950 0.2244
3 H 2.1310 -0.6494 -0.2176
4 H 0.7108 -0.0926 0.3122
5 O -1.1969 -0.0661 -0.1356
6 O 1.5891 0.1152 -0.0718

Summary:
HOMO energy (Ha): -0.4027
SMILES: O.O
Frontier orbital gap (eV): 11.694

Stability order, top to bottom: 2, 1